No. 1
C11H16BBr2I2N3O2 | the ωB97M-V functional and the def2-TZVPD basis

```
37
C11H16BBr2I2N3O2 (the ωB97M-V functional and the def2-TZVPD basis)
C -2.600 -3.132 1.874
C -2.202 -2.072 1.480
C -1.270 -1.037 1.133
N -0.589 -0.425 2.048
C 0.374 0.544 1.474
C 0.662 -0.166 0.125
N 1.531 -1.307 0.412
C 1.494 0.683 -1.019
I 3.249 -0.474 -1.702
C 2.077 2.072 -0.512
C 3.297 1.891 0.452
I 2.820 3.107 -2.284
C -0.883 -0.514 -0.233
C -1.210 -1.343 -1.512
C -0.822 -2.840 -1.489
O -1.666 -3.645 -1.262
Br 0.961 -3.519 -1.861
B -1.963 0.741 -0.410
N -3.325 0.506 0.149
O -1.682 1.949 -0.988
H -2.933 -4.094 2.218
H -0.665 -0.578 3.045
H 1.218 0.488 2.186
H 0.142 1.622 1.490
H 2.183 -1.110 1.160
H 1.028 -2.166 0.604
H 0.851 0.829 -1.893
H 1.203 2.719 -0.028
H 4.231 1.860 -0.118
H 3.211 0.928 0.982
H 3.306 2.745 1.144
H -2.294 -1.278 -1.691
H -0.711 -0.870 -2.371
H -3.447 1.214 0.877
H -3.984 0.741 -0.588
H -1.629 1.877 -1.947
Br -0.226 3.614 -0.770
```

Summary:
M: 646.7 Da
Energy: -177188.745 eV
LUMO: -0.07305 hartree

No. 2
C11H16BClN6Pb | the ωB97M-V functional and the def2-TZVPD basis

```
36
C11H16BClN6Pb (the ωB97M-V functional and the def2-TZVPD basis)
H 0.778 3.512 1.427
N 0.145 1.883 0.175
B -0.191 0.372 -1.938
N 0.134 1.717 -1.205
C 0.614 2.833 -1.790
Pb 0.283 0.519 2.372
H 0.682 2.863 -2.868
C 0.944 3.749 -0.807
H 1.369 4.738 -0.966
C 0.632 3.134 0.409
H 0.064 0.476 -3.112
C -0.790 -1.743 2.684
H -0.914 -1.968 3.734
H -0.196 -2.602 2.257
H -1.726 -1.692 2.035
N -1.701 0.005 -1.786
N 0.743 -0.695 -1.272
N -2.091 -0.148 -0.468
N 0.866 -0.804 0.115
C -2.744 -0.266 -2.598
C 1.613 -1.535 -1.877
H -2.670 -0.187 -3.682
H 1.665 -1.549 -2.966
C -3.837 -0.638 -1.809
C 2.289 -2.247 -0.897
C -3.368 -0.549 -0.487
C 1.791 -1.767 0.326
H -4.812 -0.928 -2.148
H 3.036 -3.012 -1.054
H -3.882 -0.754 0.431
H 2.090 -2.037 1.329
H -2.069 -1.439 2.962
Cl 3.033 -1.243 3.937
C 2.556 0.276 3.230
H 2.501 1.134 3.931
H 3.164 0.594 2.375
```

Summary:
M: 485.8 Da
Energy: -39049.019 eV
LUMO: -0.03269 hartree
ΔE to the lowest compared entry with this formula, charge and spin: 49.9 kcal/mol

No. 3
C11H16BClN6Pb | the ωB97M-V functional and the def2-TZVPD basis

```
36
C11H16BClN6Pb (the ωB97M-V functional and the def2-TZVPD basis)
C -0.033 3.309 0.824
N 0.187 2.008 0.414
N 0.372 2.027 -0.956
C 0.275 3.307 -1.397
C 0.041 4.150 -0.310
B 0.609 0.646 -1.691
N 1.708 -0.295 -1.068
N 1.762 -0.588 0.285
C 2.796 -1.453 0.458
C 3.431 -1.674 -0.788
C 2.704 -0.937 -1.717
Pb 0.265 0.534 2.135
N -0.707 -0.200 -1.665
N -1.219 -0.677 -0.472
C -2.352 -1.344 -0.797
C -2.568 -1.280 -2.202
C -1.500 -0.557 -2.696
H -2.977 -1.848 -0.064
H -1.201 -0.256 -3.709
H -3.384 -1.704 -2.779
H 0.899 0.865 -2.841
H 2.778 -0.836 -2.804
H 0.376 3.551 -2.461
H 4.291 -2.284 -1.007
H -0.068 5.219 -0.326
H 3.068 -1.871 1.428
H -0.197 3.560 1.875
H -0.304 -2.115 2.156
C 0.049 -2.705 3.016
H 0.661 -3.530 2.618
H 0.646 -2.055 3.735
H -0.830 -3.118 3.524
Cl -2.652 1.223 3.646
C -2.102 0.476 2.193
H -2.399 -0.581 2.134
H -2.427 1.034 1.308
```

Summary:
M: 485.8 Da
Energy: -39034.102 eV
LUMO (spin up / spin down): -0.42690 / -0.41651 hartree
Net charge: +2
ΔE to the lowest compared entry with this formula, charge and spin: 31.5 kcal/mol

No. 4
C11H16BF17PS | the ωB97M-V functional and the def2-TZVPD basis

```
47
C11H16BF17PS (the ωB97M-V functional and the def2-TZVPD basis)
C 2.152 2.506 1.942
C 1.987 0.989 2.071
C 1.847 0.143 0.779
P 2.701 0.861 -0.700
C 3.075 -0.623 -1.766
C 3.014 -1.984 -1.063
C 1.287 1.607 -1.683
C 0.014 1.990 -0.905
C -1.128 1.042 -1.198
F -1.654 1.268 -2.445
F -0.735 -0.267 -1.178
C -2.294 1.171 -0.176
F -1.894 0.648 1.008
F -2.561 2.490 0.025
C -3.632 0.490 -0.631
F -4.262 1.331 -1.463
F -3.362 -0.646 -1.291
C -4.540 0.129 0.593
F -4.008 -0.923 1.193
F -4.533 1.156 1.436
S -6.378 -0.259 0.217
F -6.765 0.109 1.714
F -6.576 1.260 -0.212
F -6.025 -0.655 -1.280
F -6.223 -1.777 0.639
F -7.907 -0.517 -0.093
H 3.156 2.776 1.607
H 1.420 2.966 1.269
H 2.002 2.965 2.926
H 2.866 0.608 2.602
H 1.120 0.782 2.706
H 2.301 -0.827 0.972
H 0.790 -0.036 0.562
H 2.458 -0.620 -2.669
H 4.106 -0.449 -2.092
H 3.124 -2.779 -1.804
H 2.053 -2.141 -0.567
H 3.818 -2.119 -0.338
H 1.692 2.519 -2.130
H 1.034 0.948 -2.519
H -0.331 2.981 -1.214
H 0.171 2.033 0.172
B 5.329 -4.234 0.998
F 4.409 -3.309 1.552
F 6.636 -3.736 1.154
F 5.199 -5.471 1.654
F 5.047 -4.395 -0.377
```

Summary:
M: 545.1 Da
Energy: -78671.375 eV
LUMO: 0.05918 hartree
Net charge: -1

No. 5
C11H16BN | the ωB97M-V functional and the def2-TZVPD basis

```
29
C11H16BN (the ωB97M-V functional and the def2-TZVPD basis)
C -0.557 -0.587 2.975
C -0.791 0.198 1.682
N -1.965 0.481 1.339
C -2.228 1.502 0.308
C -2.769 0.726 -0.927
C -1.805 0.572 -2.110
B -0.484 -0.143 -1.654
C 0.745 -0.588 -1.182
C 1.023 -1.620 -0.170
C 2.181 -1.694 0.446
C 3.169 -0.630 0.308
C 3.140 0.220 -0.751
C 2.037 0.033 -1.729
H -1.487 -0.491 3.629
H -0.116 -1.627 2.835
H 0.257 0.089 3.399
H 0.187 0.572 1.105
H -1.302 2.182 0.107
H -3.032 2.084 0.707
H -3.688 1.250 -1.366
H -3.014 -0.274 -0.499
H -1.631 1.542 -2.434
H -2.304 0.113 -2.882
H 0.254 -2.326 0.147
H 2.259 -2.442 1.351
H 3.971 -0.443 1.127
H 3.818 1.039 -0.869
H 2.468 -0.626 -2.493
H 1.664 0.885 -2.399
```

Summary:
M: 173.1 Da
Energy: -13828.635 eV
LUMO: 0.01698 hartree
SMILES: C/C=N/CCC/B=C1/C=CC=CC1
ΔE to the lowest compared entry with this formula, charge and spin: 8.0 kcal/mol

No. 6
C11H16Br6Cl2O4 | the ωB97M-V functional and the def2-TZVPD basis

```
39
C11H16Br6Cl2O4 (the ωB97M-V functional and the def2-TZVPD basis)
O -0.794 1.954 0.007
C -0.552 2.864 0.785
O 0.020 4.064 0.471
C 0.389 4.909 1.545
C 0.414 3.846 2.668
C -0.744 2.833 2.293
H -0.376 5.679 1.644
H 1.444 5.164 1.453
H 0.466 4.294 3.661
H 1.377 3.338 2.619
H -1.738 3.092 2.658
H -0.500 1.861 2.722
O 1.703 -3.624 -4.558
C 0.885 -3.783 -3.662
O -0.262 -3.102 -3.554
C -0.973 -3.386 -2.357
C 0.087 -3.963 -1.438
C 1.089 -4.571 -2.395
H -1.774 -4.095 -2.567
H -1.324 -2.439 -1.947
H -0.381 -4.738 -0.831
H 0.461 -3.214 -0.740
H 0.977 -5.654 -2.438
H 2.055 -4.438 -1.907
C 2.484 2.912 0.255
Cl 4.108 2.211 -0.072
Cl 2.540 4.628 -0.161
H 1.814 2.252 -0.295
H 2.291 2.724 1.311
C -0.235 -0.095 -0.015
Br -1.607 0.340 -1.367
Br 1.565 0.441 -0.646
Br -0.357 -2.040 0.251
H -0.530 0.490 0.856
C -2.762 -2.154 1.015
Br -4.696 -2.751 0.862
Br -1.556 -3.366 2.049
Br -2.659 -0.359 1.815
H -2.349 -2.123 0.006
```

Summary:
M: 762.6 Da
Energy: -465146.883 eV
LUMO: -0.02423 hartree
ΔE to the lowest compared entry with this formula, charge and spin: 213.1 kcal/mol